ORCA calculation (ωB97M-V with the def2-TZVPD basis set) on a molecular structure, C18H29N2O4PS.

As for the LUMO energy: -1.000 eV. The calculation puts the HOMO energy at -8.56 eV.

Geometry as ORCA input:
```
! wB97M-V def2-TZVPD RIJCOSX def2/J DEFGRID3
* xyz 0 1
C -0.987 -4.380 0.499
C -1.327 -4.344 -1.054
O -0.672 -3.152 -1.600
P -1.666 -2.301 -2.631
O -1.972 -3.201 -3.798
C -0.656 -0.827 -3.222
C -0.304 0.189 -2.038
C 1.244 0.414 -1.825
C 1.669 0.770 -0.359
C 1.039 1.749 0.527
C -0.228 2.561 0.082
C -0.026 3.479 -1.196
C -1.481 3.734 -1.803
O 0.390 4.784 -0.710
C 1.593 2.016 1.912
C 2.775 1.310 2.427
C 3.261 1.727 3.860
C 2.284 1.291 5.035
C 3.461 0.249 1.599
N 4.550 -0.488 1.995
S 4.813 -1.481 0.671
N 3.618 -0.979 -0.390
C 2.861 0.019 0.204
O -3.140 -1.861 -1.976
C -3.072 -1.513 -0.568
C -4.086 -2.383 0.288
H -0.088 -5.034 0.640
H -0.686 -3.324 0.774
H -1.894 -4.735 1.052
H -0.898 -5.219 -1.621
H -2.427 -4.287 -1.274
H -1.316 -0.335 -3.998
H 0.308 -1.211 -3.659
H -0.731 1.188 -2.362
H -0.821 -0.065 -1.076
H 1.751 -0.573 -2.068
H 1.706 1.175 -2.514
H -0.541 3.225 0.939
H -1.092 1.858 -0.105
H 0.691 3.068 -1.958
H -1.998 2.769 -2.071
H -2.154 4.266 -1.074
H -1.316 4.345 -2.742
H 1.093 4.672 -0.046
H 1.099 2.778 2.568
H 4.317 1.370 4.036
H 3.334 2.859 3.841
H 1.691 0.398 4.708
H 2.904 1.076 5.956
H 1.608 2.172 5.260
H -3.424 -0.436 -0.488
H -2.041 -1.537 -0.125
H -3.545 -3.101 0.962
H -4.757 -1.748 0.932
H -4.711 -2.993 -0.419
*
```

---

ORCA calculation (ωB97M-V with the def2-TZVPD basis set) on a molecular structure, C18H29N2O4PSn.

As for the energy above the lowest of the compared OMol25 structures with the same formula, charge and spin: 14.9 kcal per mole. As for the LUMO energy (alpha / beta): -18.177 / -18.251 eV. The calculation puts the HOMO energy (alpha / beta) at -20.26 / -20.26 eV.

Geometry as ORCA input:
```
! wB97M-V def2-TZVPD RIJCOSX def2/J DEFGRID3
* xyz 4 1
Sn 0.285 -0.157 0.624
C -2.168 -0.150 0.176
O -3.249 0.000 0.546
C -0.281 2.329 1.001
O -0.603 3.357 1.409
C 2.724 0.939 1.228
O 3.724 1.410 1.485
C -1.389 1.433 -2.814
P 0.079 0.598 -2.044
H 0.373 -1.009 -3.787
H -2.241 0.803 -2.511
C 1.563 1.357 -2.881
H 1.338 1.205 -3.951
C -1.315 1.483 -4.338
H -1.151 0.503 -4.796
H -0.503 2.147 -4.659
H -2.269 1.881 -4.719
C -1.622 2.839 -2.255
H -1.044 3.585 -2.818
C 0.929 -2.128 -2.028
H -1.378 2.913 -1.189
H -2.688 3.082 -2.378
C -1.438 -1.660 -2.771
H 0.600 -2.333 -1.007
H 0.809 -3.119 -2.472
H 1.993 -1.870 -2.025
C 0.014 -1.148 -2.751
H -1.447 -2.755 -2.851
H -2.023 -1.238 -3.600
H -1.997 -1.440 -1.848
C 2.873 0.638 -2.526
H 3.031 0.529 -1.443
H 3.708 1.236 -2.916
H 2.935 -0.349 -2.993
C 1.698 2.857 -2.609
H 1.691 3.082 -1.536
H 0.913 3.452 -3.084
H 2.659 3.203 -3.012
H -0.279 -3.145 0.459
H -0.165 -2.525 0.888
N 0.315 -2.863 7.268
C -0.638 -1.942 6.923
O -1.564 -1.559 7.647
C -0.514 -1.451 5.526
C 0.336 -2.052 4.592
C 0.411 -1.490 3.329
N -0.272 -0.381 2.958
C -1.178 0.142 3.821
C -1.299 -0.351 5.112
H 0.345 -3.135 8.243
H 1.159 -2.945 6.754
H 0.964 -2.948 4.740
H 1.023 -1.958 2.554
H -1.802 0.981 3.495
H -1.978 0.117 5.833
*
```

---

ORCA calculation (ωB97M-V with the def2-TZVPD basis set) on a molecular structure, C18H29N2O5ReS.

As for the energy above the lowest of the compared OMol25 structures with the same formula, charge and spin: 11.2 kcal per mole. As for the LUMO energy (alpha / beta): -1.854 / -2.273 eV. The calculation puts the HOMO energy (alpha / beta) at -8.73 / -10.36 eV. As for the expectation value of S²: 3.857.

Geometry as ORCA input:
```
! wB97M-V def2-TZVPD RIJCOSX def2/J DEFGRID3
* xyz 1 4
Re 0.190 0.030 -0.156
C -1.138 -0.420 3.240
C -0.986 1.091 3.232
O -0.085 1.563 2.246
C 1.258 1.765 2.622
C 2.015 0.466 2.831
O 1.604 -0.464 1.832
C 2.419 -1.635 1.788
C 1.546 -2.805 1.404
O 0.735 -2.420 0.305
C 0.035 -3.517 -0.270
C -1.014 -2.951 -1.203
O -1.727 -1.881 -0.615
C -2.651 -2.199 0.414
C -2.061 -2.096 1.810
O -1.423 -0.838 1.917
H -1.967 -0.675 3.909
H -0.239 -0.926 3.609
H -0.696 1.440 4.229
H -1.950 1.533 2.976
H 1.332 2.371 3.532
H 1.701 2.325 1.799
H 1.815 0.030 3.815
H 3.090 0.656 2.753
H 2.854 -1.826 2.772
H 3.224 -1.483 1.067
H 0.903 -3.101 2.241
H 2.177 -3.656 1.132
H -0.420 -4.113 0.528
H 0.728 -4.158 -0.822
H -1.690 -3.749 -1.526
H -0.533 -2.522 -2.083
H -3.072 -3.198 0.261
H -3.453 -1.466 0.321
H -1.350 -2.903 2.020
H -2.877 -2.175 2.537
C -0.616 1.191 -1.163
C -1.235 2.177 -2.018
C -1.339 3.506 -1.595
C -1.918 4.455 -2.421
C -2.396 4.091 -3.673
C -2.298 2.772 -4.100
C -1.720 1.818 -3.280
H -0.973 3.776 -0.613
H -2.002 5.481 -2.087
H -2.850 4.834 -4.316
H -2.678 2.489 -5.073
H -1.646 0.786 -3.600
N 2.133 1.659 -2.552
C 2.838 0.534 -2.523
N 3.853 0.384 -3.381
S 2.488 -0.727 -1.437
H 2.261 2.348 -3.275
H 1.303 1.701 -1.967
H 4.111 1.100 -4.039
H 4.388 -0.465 -3.352
*
```

---

ORCA calculation (ωB97M-V with the def2-TZVPD basis set) on 3 unconnected molecules or ions with the total composition C18H29N4O4S2.

As for the LUMO energy: -3.273 eV. The calculation puts the HOMO energy at -12.11 eV.

Geometry as ORCA input:
```
! wB97M-V def2-TZVPD RIJCOSX def2/J DEFGRID3
* xyz 1 1
C 1.423 -2.551 3.191
C 0.185 -1.936 2.614
C -0.593 -2.577 1.704
C -1.701 -2.023 1.157
C -2.057 -0.768 1.537
C -1.285 -0.114 2.444
C -1.668 1.309 2.837
N -1.265 2.222 1.733
N -2.085 2.689 0.776
C -1.316 3.398 -0.042
N -0.081 3.429 0.336
C -0.051 2.680 1.484
N 1.077 2.450 2.203
C -0.170 -0.671 2.992
H 1.259 -3.556 3.565
H 1.774 -1.959 4.029
H 2.222 -2.547 2.452
H -0.312 -3.573 1.388
H -2.285 -2.553 0.424
H -2.930 -0.274 1.138
H -2.745 1.337 2.953
H -1.131 1.610 3.723
H -3.071 2.485 0.701
H -1.623 3.890 -0.949
H 1.784 1.840 1.835
H 1.294 2.931 3.056
H 0.405 -0.096 3.698
C -5.026 3.001 -2.862
C -3.656 3.199 -3.526
C -2.834 1.926 -3.271
S -4.023 0.589 -3.093
O -3.943 0.106 -1.732
O -3.924 -0.298 -4.214
C -5.489 1.602 -3.256
H -5.741 3.761 -3.173
H -4.923 3.062 -1.774
H -3.786 3.341 -4.599
H -3.147 4.083 -3.141
H -2.160 1.705 -4.095
H -2.276 1.981 -2.338
H -6.276 1.208 -2.618
H -5.798 1.564 -4.300
C 4.322 -1.683 -0.796
C 5.630 -1.321 -0.078
C 6.062 -2.549 0.735
S 5.400 -3.980 -0.131
O 4.413 -4.608 0.711
O 6.478 -4.727 -0.715
C 4.551 -3.060 -1.411
H 4.060 -0.946 -1.556
H 3.502 -1.730 -0.074
H 6.395 -1.081 -0.817
H 5.512 -0.449 0.565
H 7.143 -2.644 0.794
H 5.635 -2.542 1.736
H 3.632 -3.576 -1.679
H 5.216 -3.004 -2.272
*
```

---

no.,electronic energy (hartree)
1,-1853.2462
2,-1667.5555
3,-1665.1045
4,-2019.3676